(1)
Molecular formula: C3H6N2O
Method: DFT, ωB97M-V/def2-TZVPD

The geometry in XYZ format:
```
12
C3H6N2O | OMol25 | ωB97M-V/def2-TZVPD
O -2.27 1.00 2.21
N -0.26 -1.52 -0.84
N -1.01 -0.08 0.63
C -1.27 0.93 1.54
C 0.06 -0.43 -0.29
C 1.40 0.18 -0.83
H 2.00 -0.62 -1.32
H 2.08 0.64 -0.11
H -1.75 -0.78 0.58
H 0.32 -1.88 -1.58
H -0.46 1.66 1.58
H 1.17 0.87 -1.65
```

Values from the calculation:
ΔE to the lowest compared entry with this formula, charge and spin ... 1.445 eV
LUMO level ... 0.69 eV
Gap between HOMO and LUMO ... 10.543 eV
Max |F| ... 0.025 hartree/bohr
SMILES string ... [H]/N=C(\C)NC=O
HOMO level ... -9.9 eV


(2)
Molecular formula: C24H67BCl4N5O13V3
Method: DFT, ωB97M-V/def2-TZVPD

The geometry in XYZ format:
```
117
C24H67BCl4N5O13V3 | OMol25 | ωB97M-V/def2-TZVPD
V -4.52 -1.98 -0.93
V 0.82 2.12 -2.78
V -3.19 1.71 -1.52
Cl -0.34 -3.30 4.24
Cl 1.26 -2.38 1.88
Cl -0.90 -4.15 -1.49
Cl 0.41 -6.73 -1.47
O 2.39 2.10 -2.43
O 0.67 2.74 -4.25
O -3.08 2.65 -2.76
O -0.57 4.31 0.90
O 3.18 -4.77 -1.78
O -3.71 2.59 -0.28
O 4.75 1.43 4.09
O -4.10 -3.21 -0.01
O -1.77 -1.17 -5.51
O -4.15 -2.34 -2.42
O -3.05 -0.43 -0.37
O -0.91 1.41 -1.64
O -1.76 -0.24 4.52
N 1.14 -0.04 -3.60
N -4.54 0.59 2.19
N 3.31 0.98 1.60
N 1.70 -2.39 -2.02
N 0.44 3.98 -1.60
C -3.15 -1.24 -5.34
C 2.33 5.46 -1.14
C 3.36 1.64 3.97
C 5.08 1.16 5.44
C 1.42 2.25 2.57
C 3.51 -1.11 -1.07
C -1.04 -0.87 -4.35
C 0.13 -1.94 3.17
C -1.68 -0.72 -0.47
C -3.80 -1.60 2.90
C 3.14 -2.42 -1.77
C -1.27 4.75 2.03
C 0.51 5.16 0.52
C 3.63 -6.02 -1.27
C 1.36 4.46 -0.53
C -0.43 -5.56 -0.50
C 1.10 -1.56 -5.50
C -2.59 0.55 3.71
C -3.91 -0.14 3.32
C -2.25 -0.71 5.76
C 3.52 -3.67 -0.97
C 2.93 2.05 2.56
C 0.35 -0.44 -4.80
C -0.65 0.41 -0.66
B -5.09 0.54 -2.40
H 0.58 -1.14 3.74
H -2.03 0.69 2.78
H -4.41 1.59 2.22
H 1.11 5.30 1.43
H 1.06 2.60 1.60
H -4.73 -2.05 2.56
H -0.62 4.93 2.89
H 2.70 0.81 4.26
H 2.51 0.36 1.53
H 3.12 4.99 -1.73
H 4.58 -3.63 -0.69
H 2.14 -0.10 -3.83
H -0.40 3.71 -1.08
H 3.09 2.48 4.63
H -3.60 -0.40 -4.81
H 2.11 -1.34 -5.84
H 1.15 -2.50 -1.17
H 2.91 -3.70 -0.05
H -4.07 0.22 1.36
H 6.16 1.17 5.57
H -3.67 -1.29 -6.30
H 1.87 3.59 -0.12
H 4.57 -1.00 -0.84
H -0.51 0.90 0.32
H -1.32 -1.34 0.37
H 0.56 -1.93 -6.38
H -1.02 -1.70 -3.63
H -0.78 -1.50 2.77
H 4.61 1.90 6.09
H 0.13 4.85 -2.03
H 1.16 -0.89 -3.01
H -5.78 0.88 -3.26
H -1.35 -5.96 -0.09
H -1.47 -1.44 -1.27
H -4.03 0.37 -2.78
H -5.55 -0.39 -1.89
H -3.04 -1.67 2.12
H 1.28 -2.41 -4.83
H -2.70 0.14 6.30
H -3.46 -2.17 -4.84
H 3.19 -0.24 -1.64
H 2.84 6.06 -0.38
H -3.41 -2.19 3.72
H 3.55 2.91 2.31
H 3.23 -6.76 -1.97
H 4.72 -6.08 -1.40
H 1.46 -3.17 -2.62
H 3.34 -6.27 -0.26
H -2.77 1.52 4.18
H 0.26 0.39 -5.50
H 4.09 0.51 2.05
H -1.53 -0.04 -3.82
H 0.34 -0.02 -0.84
H 1.80 6.14 -1.81
H 4.75 0.14 5.68
H 1.18 3.06 3.27
H 3.67 -2.48 -2.72
H 0.25 -5.21 0.28
H -4.59 -0.07 4.17
H 3.07 -1.00 -0.08
H 0.09 6.10 0.16
H -5.10 1.42 -1.68
H -1.40 -1.05 6.34
H -1.84 5.66 1.85
H -1.94 3.96 2.36
H -3.03 -1.48 5.71
H 0.94 1.32 2.86
```

Values from the calculation:
LUMO level ... -2.01 eV
Gap between HOMO and LUMO ... 7.025 eV
Max |F| ... 0.072 hartree/bohr
HOMO level ... -9.0 eV


(3)
Molecular formula: ClKO8S
Method: DFT, ωB97M-V/def2-TZVPD

The geometry in XYZ format:
```
11
ClKO8S | OMol25 | ωB97M-V/def2-TZVPD
K -1.23 -0.22 1.04
Cl -0.01 -2.80 -2.01
S 0.26 2.81 1.83
O 1.31 -2.38 -1.56
O -0.99 -1.92 -1.36
O 1.13 3.97 1.49
O -0.75 3.21 2.84
O -0.51 2.43 0.58
O -0.04 -2.61 -3.44
O -0.32 -4.16 -1.65
O 1.14 1.68 2.24
```

Values from the calculation:
ΔE to the lowest compared entry with this formula, charge and spin ... 0.000 eV
LUMO level ... 4.03 eV
Gap between HOMO and LUMO ... 4.672 eV
Max |F| ... 0.045 hartree/bohr
Net charge ... -2
HOMO level ... -0.6 eV


(4)
Molecular formula: C36H108FN2O20Pd
Method: DFT, ωB97M-V/def2-TZVPD

The geometry in XYZ format:
```
168
C36H108FN2O20Pd | OMol25 | ωB97M-V/def2-TZVPD
Pd -23.40 9.87 -30.97
F -22.91 10.41 -28.98
O -20.91 11.94 -27.81
O -21.30 10.62 -31.48
O -21.06 19.15 -34.02
O -24.80 10.90 -32.43
O -19.15 13.02 -32.16
O -29.83 14.72 -35.29
O -22.80 8.07 -32.31
O -22.09 10.66 -39.86
O -20.24 17.55 -29.72
O -21.20 15.63 -38.83
O -25.61 8.90 -38.39
O -20.62 8.34 -34.25
O -26.02 18.69 -32.20
O -29.18 13.46 -29.15
O -19.20 10.78 -33.77
O -23.61 14.77 -38.58
O -25.70 16.05 -27.41
O -23.85 13.77 -26.88
O -27.31 9.77 -33.40
O -24.94 11.08 -26.98
N -23.41 6.82 -31.73
N -23.99 12.04 -32.74
C -22.40 6.00 -30.96
C -25.62 14.00 -32.23
C -18.94 14.02 -33.11
C -28.59 14.45 -35.96
C -23.64 12.16 -34.22
C -25.55 7.17 -33.07
C -26.41 15.94 -28.63
C -24.16 13.04 -30.42
C -20.07 18.29 -34.45
C -23.20 4.78 -30.26
C -22.96 11.36 -39.05
C -20.19 10.11 -30.71
C -24.26 15.72 -37.73
C -25.09 4.93 -31.91
C -17.84 10.49 -34.13
C -22.82 14.60 -33.77
C -22.55 13.24 -34.49
C -25.72 9.09 -37.00
C -24.18 3.96 -31.15
C -20.62 13.14 -28.50
C -24.86 18.38 -33.00
C -23.15 14.41 -25.79
C -21.49 16.89 -29.56
C -24.26 13.31 -31.97
C -29.12 13.51 -30.53
C -21.80 6.85 -29.86
C -26.23 11.31 -27.52
C -22.91 10.86 -34.72
C -20.99 7.85 -35.56
C -24.79 12.56 -35.21
C -28.31 10.71 -33.80
C -24.41 6.20 -32.62
C -20.11 15.18 -37.96
C -21.26 5.40 -31.75
C -23.14 14.34 -32.22
C -23.80 5.71 -33.98
H -21.65 11.51 -28.24
H -20.82 6.06 -32.50
H -24.35 10.95 -27.73
H -23.18 12.68 -30.12
H -22.10 14.12 -25.74
H -25.62 11.86 -35.07
H -21.19 7.68 -30.24
H -25.95 7.65 -32.17
H -20.23 7.91 -36.34
H -22.59 10.93 -35.77
H -27.69 14.79 -35.45
H -22.21 14.05 -31.73
H -24.56 5.29 -34.64
H -21.78 19.18 -34.65
H -23.75 12.82 -26.92
H -23.51 9.95 -34.64
H -25.05 15.36 -27.33
H -26.74 9.34 -36.70
H -24.79 19.10 -33.81
H -20.15 12.97 -29.47
H -25.62 14.47 -33.21
H -26.86 14.94 -28.61
H -28.48 13.38 -36.12
H -23.33 6.55 -34.49
H -19.69 15.99 -37.37
H -30.00 13.02 -28.92
H -30.09 15.62 -35.50
H -22.49 10.61 -40.73
H -18.95 14.98 -32.59
H -22.50 4.05 -29.85
H -20.49 14.35 -37.36
H -19.58 17.87 -33.57
H -21.34 16.00 -28.96
H -22.03 15.28 -34.06
H -28.07 13.48 -30.82
H -23.72 5.13 -29.36
H -23.81 15.82 -36.75
H -22.46 11.75 -38.16
H -26.29 12.37 -27.79
H -26.46 10.71 -28.40
H -23.78 14.09 -24.96
H -21.77 16.51 -30.54
H -25.92 14.74 -31.49
H -19.91 13.70 -27.89
H -25.26 8.27 -36.45
H -19.82 9.14 -31.03
H -25.66 4.37 -32.65
H -29.22 10.12 -33.95
H -23.55 3.36 -31.81
H -25.32 15.52 -37.57
H -20.98 15.38 -39.73
H -25.82 5.37 -31.22
H -23.38 12.19 -39.62
H -19.62 9.94 -33.95
H -18.01 13.89 -33.66
H -22.45 13.34 -35.57
H -22.69 15.03 -38.59
H -25.14 7.98 -33.67
H -24.29 16.70 -38.21
H -24.47 12.48 -36.25
H -22.01 10.64 -34.15
H -19.34 10.80 -30.71
H -23.20 15.49 -25.92
H -20.40 18.33 -30.26
H -21.59 4.48 -32.22
H -28.54 11.45 -33.04
H -27.24 16.64 -28.68
H -23.49 15.31 -31.87
H -19.33 18.81 -35.05
H -24.85 8.35 -38.58
H -21.51 13.77 -28.58
H -28.48 14.98 -36.90
H -17.31 11.41 -34.36
H -23.67 15.01 -34.32
H -26.49 10.25 -33.24
H -19.65 13.80 -33.91
H -17.42 10.05 -33.23
H -25.75 16.01 -29.49
H -19.33 12.19 -32.60
H -23.77 10.72 -38.70
H -22.60 7.24 -29.23
H -22.28 17.42 -29.02
H -24.34 13.92 -29.80
H -21.87 8.39 -35.91
H -24.66 3.16 -30.58
H -25.85 19.55 -31.80
H -20.96 10.94 -32.32
H -20.43 17.46 -35.06
H -27.98 11.20 -34.71
H -25.18 9.99 -36.71
H -29.54 12.58 -30.92
H -25.19 13.57 -35.14
H -20.38 5.14 -31.15
H -26.94 11.14 -26.71
H -24.86 17.36 -33.40
H -26.42 13.26 -32.25
H -21.11 6.77 -35.52
H -23.98 18.51 -32.37
H -29.64 14.41 -30.87
H -21.60 12.87 -34.11
H -21.12 6.32 -29.19
H -21.32 8.14 -33.63
H -19.28 14.80 -38.55
H -20.47 9.90 -29.68
H -24.87 12.28 -30.10
H -22.94 5.06 -33.86
H -26.38 6.70 -33.59
H -17.79 9.80 -34.97
```

Values from the calculation:
LUMO level (alpha / beta) ... 0.11 / -2.07 eV
Gap between HOMO and LUMO (alpha / beta) ... 9.110 / 6.275 eV
Max |F| ... 0.102 hartree/bohr
Spin multiplicity ... 4
HOMO level (alpha / beta) ... -9.0 / -8.3 eV


(5)
Molecular formula: C2H6OS2
Method: DFT, ωB97M-V/def2-TZVPD

The geometry in XYZ format:
```
11
C2H6OS2 | OMol25 | ωB97M-V/def2-TZVPD
S -0.01 -2.86 0.16
S -0.48 -2.01 -1.71
O 1.05 0.15 0.89
C -0.56 1.85 0.42
C 0.66 1.34 0.23
H -1.81 -2.38 -1.81
H 1.87 -0.19 0.52
H -1.27 1.47 1.14
H 1.41 1.70 -0.47
H -0.89 2.64 -0.22
H 0.03 -1.70 0.84
```

Values from the calculation:
ΔE to the lowest compared entry with this formula, charge and spin ... 1.302 eV
LUMO level (alpha / beta) ... -5.84 / -9.61 eV
Gap between HOMO and LUMO (alpha / beta) ... 6.973 / 3.160 eV
Max |F| ... 0.041 hartree/bohr
Spin multiplicity ... 2
Net charge ... +1
HOMO level (alpha / beta) ... -12.8 / -12.8 eV


(6)
Molecular formula: C10H16
Method: DFT, ωB97M-V/def2-TZVPD

The geometry in XYZ format:
```
26
C10H16 | OMol25 | ωB97M-V/def2-TZVPD
C -0.67 -1.01 1.65
C 3.00 0.29 -0.89
C 1.45 0.10 -0.75
C -0.41 0.10 2.49
C -1.48 -0.74 0.61
C -1.32 1.72 0.94
C -2.07 -1.73 -0.24
C 0.77 0.26 -2.15
C -1.84 0.66 0.24
C -0.67 1.40 2.14
H 1.00 -1.01 -0.33
H -0.36 2.12 2.89
H -1.48 2.63 0.50
H 0.09 -0.16 3.39
H 1.18 1.02 -2.79
H 0.05 -1.83 1.57
H -1.19 -2.15 -0.79
H 3.42 -0.73 -0.83
H -0.30 0.34 -2.15
H -2.73 -1.48 -0.98
H -2.50 0.81 -0.63
H -2.70 -2.49 0.37
H 3.24 1.07 -1.67
H 1.07 -0.78 -2.53
H 1.11 0.86 -0.03
H 3.34 0.72 -0.01
```

Values from the calculation:
ΔE to the lowest compared entry with this formula, charge and spin ... 2.729 eV
LUMO level ... 0.98 eV
Gap between HOMO and LUMO ... 9.741 eV
Max |F| ... 0.097 hartree/bohr
SMILES string ... Cc1ccccc1.CCC
HOMO level ... -8.8 eV


(7)
Molecular formula: C27H52NO13
Method: DFT, ωB97M-V/def2-TZVPD

The geometry in XYZ format:
```
93
C27H52NO13 | OMol25 | ωB97M-V/def2-TZVPD
O -2.34 -0.19 -7.53
O -0.41 -1.52 4.72
O -1.10 -2.25 2.79
O -5.53 1.37 -4.40
O -0.76 0.70 -6.13
O -2.15 -0.69 3.95
O -0.88 -1.47 -6.43
O -7.12 -0.23 -4.34
O -0.37 -3.74 -0.62
O -7.69 1.98 -3.86
O 4.41 -3.60 -2.25
O 1.62 0.89 4.04
O -4.56 -3.36 1.20
N 2.31 1.25 2.85
C 3.85 -0.70 2.94
C -1.39 -0.39 -6.74
C -3.69 -0.15 -3.69
C 0.62 1.02 -4.16
C -4.40 -2.22 0.39
C 4.42 -2.53 -1.34
C -6.87 1.03 -4.20
C -3.82 -1.07 1.10
C -3.18 0.42 5.54
C -5.93 -0.91 -4.81
C 0.36 0.16 -5.43
C -1.87 0.18 4.98
C 0.62 -1.68 -1.52
C -0.62 -2.36 -0.93
C 3.75 0.86 2.84
C 0.31 2.07 1.59
C 4.45 1.50 4.08
C 1.71 2.46 2.14
C -1.18 -1.49 3.68
C -0.09 -1.31 -5.33
C -0.78 -0.58 5.69
C 2.48 2.92 0.83
C 1.51 3.74 2.97
C 5.67 -2.10 -0.62
C 4.01 2.79 1.04
C -4.78 0.19 -4.81
C 4.46 1.33 1.51
H -4.29 -0.30 -2.79
H -6.00 -1.21 -5.85
H 3.69 -2.78 -0.56
H 4.64 2.88 0.16
H -1.39 -2.29 -1.70
H 3.66 -1.07 3.95
H 4.07 2.44 4.48
H 5.54 1.32 1.61
H -3.10 0.72 -3.42
H -1.14 -0.95 6.65
H 0.82 2.01 -4.58
H -0.30 1.14 -3.60
H 1.35 4.61 2.33
H 2.53 4.00 0.67
H -0.96 -1.91 0.00
H 1.46 0.71 -3.53
H -4.31 0.39 -5.78
H 0.97 3.66 3.91
H 0.33 -0.96 -2.28
H 6.17 -2.99 -0.24
H 3.12 -1.13 2.25
H -3.84 -2.49 -0.50
H 1.26 0.01 3.98
H 4.88 -0.85 2.62
H -3.07 -1.03 -3.83
H 3.94 -1.70 -1.85
H -0.12 2.87 0.99
H 0.44 1.24 0.89
H 5.41 1.93 3.80
H -2.80 -1.16 1.48
H -0.43 -1.63 -4.35
H -5.35 -1.88 -0.01
H -3.81 -0.21 0.43
H -3.17 0.79 6.56
H 6.44 -1.66 -1.26
H 4.52 0.73 4.85
H 4.35 3.59 1.70
H 4.37 0.62 0.69
H 1.22 0.14 -6.09
H -1.50 1.14 4.62
H 1.11 -1.24 -0.65
H 1.48 -2.19 -1.96
H 5.64 -1.58 0.34
H -3.89 -0.40 5.42
H -0.36 1.64 2.34
H -5.81 -1.82 -4.22
H 2.49 3.90 3.40
H -3.72 1.01 4.80
H -0.02 0.11 6.04
H 2.13 2.39 -0.05
H 0.70 -2.01 -5.61
H -4.42 -0.84 1.99
```

Values from the calculation:
LUMO level (alpha / beta) ... 6.61 / 6.60 eV
Gap between HOMO and LUMO (alpha / beta) ... 1.317 / 2.311 eV
Max |F| ... 0.162 hartree/bohr
Spin multiplicity ... 2
Net charge ... -4
HOMO level (alpha / beta) ... 5.3 / 4.3 eV


(8)
Molecular formula: C2H3F2N
Method: DFT, ωB97M-V/def2-TZVPD

The geometry in XYZ format:
```
8
C2H3F2N | OMol25 | ωB97M-V/def2-TZVPD
F -1.49 -1.22 -0.13
F 1.96 -0.66 -0.79
N -1.67 1.04 -0.34
C -1.05 0.00 -0.14
C 1.51 -0.03 0.30
H 2.07 0.82 0.55
H -2.73 0.80 -0.53
H 1.39 -0.75 1.08
```

Values from the calculation:
ΔE to the lowest compared entry with this formula, charge and spin ... 3.581 eV
LUMO level (alpha / beta) ... -0.67 / -0.12 eV
Gap between HOMO and LUMO (alpha / beta) ... 8.731 / 9.447 eV
Max |F| ... 0.056 hartree/bohr
HOMO level (alpha / beta) ... -9.4 / -9.6 eV


(9)
Molecular formula: C6H16N2
Method: DFT, ωB97M-V/def2-TZVPD

The geometry in XYZ format:
```
24
C6H16N2 | OMol25 | ωB97M-V/def2-TZVPD
N 0.97 1.67 -1.05
N -0.94 -0.08 0.23
C 0.86 -1.38 1.05
C 1.40 0.91 0.08
C 0.45 -0.43 -0.05
C 2.06 2.60 -1.60
C -2.96 -1.54 0.92
C -1.86 -1.16 -0.09
H -2.34 -1.13 -1.12
H 0.75 -0.99 -1.00
H 0.17 2.32 -0.72
H -2.86 -0.90 1.77
H 1.84 -1.69 0.92
H 1.26 1.46 1.08
H -1.18 -2.11 -0.14
H 0.83 -0.95 2.04
H -2.75 -2.64 1.08
H 1.47 3.47 -2.09
H 2.79 2.98 -0.78
H -4.04 -1.51 0.49
H 2.30 0.50 0.27
H 0.21 -2.21 0.98
H -1.17 0.84 -0.01
H 2.74 1.99 -2.27
```

Values from the calculation:
ΔE to the lowest compared entry with this formula, charge and spin ... 3.071 eV
LUMO level ... 1.05 eV
Gap between HOMO and LUMO ... 9.549 eV
Max |F| ... 0.115 hartree/bohr
SMILES string ... CCN[C@H](C)CNC
HOMO level ... -8.5 eV


(10)
Molecular formula: C3H9BS
Method: DFT, ωB97M-V/def2-TZVPD

The geometry in XYZ format:
```
14
C3H9BS | OMol25 | ωB97M-V/def2-TZVPD
S -4.26 -1.13 0.26
C 0.46 -0.31 -0.47
C 1.77 -1.05 -0.03
C 1.13 2.18 0.70
B 0.64 1.15 -0.09
H -0.32 -0.51 0.25
H 1.67 2.70 -0.08
H -3.24 -1.19 -0.62
H 2.75 -0.53 0.05
H 1.86 -2.07 -0.52
H 0.08 -0.53 -1.47
H -4.68 -0.07 -0.63
H 1.48 -1.34 1.02
H 0.68 2.71 1.64
```

Values from the calculation:
ΔE to the lowest compared entry with this formula, charge and spin ... 3.293 eV
LUMO level ... 0.41 eV
Gap between HOMO and LUMO ... 8.884 eV
Max |F| ... 0.053 hartree/bohr
SMILES string ... C=BCC.S
HOMO level ... -8.5 eV


Per-record total energy, eV: -8235.25392 -187869.78478 -56057.80954 -89197.37715 -25878.66384 -10627.01497 -56930.50834 -9043.05784 -9459.00331 -14765.58472